No. 1
Formula: C34H24AsClN2OSV
Source: the OMol25 dataset
Level of theory: ωB97M-V/def2-TZVPD

Last column: Mulliken spin population.
CARTESIAN COORDINATES (ANGSTROEM)
V1 -0.011 -0.118 -0.183  2.2528
Cl1 5.476 4.608 0.173  -0.0004
C1 4.369 3.278 -0.036  -0.0062
C2 4.872 1.981 -0.188  0.0093
C3 4.016 0.920 -0.359  -0.0120
C4 2.625 1.115 -0.374  0.0079
O1 1.844 0.071 -0.567  -0.0716
C5 2.127 2.422 -0.211  0.0487
C6 0.716 2.745 -0.250  0.0460
N1 -0.233 1.884 -0.276  -0.0371
C7 -1.619 2.253 -0.409  0.0088
C8 -2.124 3.530 -0.261  0.1025
C9 -3.481 3.748 -0.497  -0.0482
C10 -4.300 2.709 -0.888  0.0808
C11 -3.805 1.402 -1.034  -0.0740
C12 -4.602 0.299 -1.452  0.4001
C13 -3.993 -0.941 -1.589  -0.1278
C14 -2.663 -1.120 -1.301  0.3171
N2 -1.848 -0.097 -0.851  -0.0525
C15 -2.443 1.177 -0.754  0.0766
C16 3.019 3.498 -0.055  0.0066
H1 5.943 1.826 -0.173  0.0002
H2 4.386 -0.091 -0.483  -0.0006
H3 0.469 3.805 -0.283  -0.0012
H4 -1.493 4.354 0.043  0.0179
H5 -3.889 4.742 -0.377  -0.0014
H6 -5.350 2.890 -1.089  0.0008
H7 -5.650 0.445 -1.673  0.0242
H8 -4.563 -1.797 -1.927  -0.0072
H9 -2.193 -2.086 -1.413  0.0438
H10 2.633 4.504 0.055  0.0000
S1 -0.268 -0.131 2.086  -0.0689
C17 0.250 -1.709 2.732  0.0351
C18 0.331 -1.842 4.123  -0.0008
C19 0.680 -3.047 4.706  0.0015
C20 0.956 -4.162 3.919  0.0006
C21 0.889 -4.042 2.542  -0.0036
C22 0.553 -2.825 1.952  0.0045
As1 0.500 -2.637 0.028  0.0050
C23 2.332 -2.997 -0.509  0.0042
C24 2.647 -2.910 -1.862  0.0175
C25 3.955 -3.081 -2.290  0.0035
C26 4.963 -3.325 -1.363  -0.0007
C27 4.653 -3.398 -0.014  0.0002
C28 3.340 -3.233 0.415  -0.0056
C29 -0.426 -4.266 -0.430  0.0034
C30 -1.748 -4.379 -0.002  0.0111
C31 -2.468 -5.534 -0.264  -0.0024
C32 -1.872 -6.580 -0.959  -0.0019
C33 -0.557 -6.468 -1.382  0.0009
C34 0.172 -5.312 -1.118  -0.0045
H11 0.106 -0.984 4.745  0.0004
H12 0.732 -3.122 5.785  0.0001
H13 1.218 -5.109 4.371  0.0001
H14 1.098 -4.903 1.918  -0.0008
H15 1.878 -2.694 -2.595  -0.0068
H16 4.190 -3.013 -3.345  0.0000
H17 5.985 -3.454 -1.694  -0.0001
H18 5.433 -3.583 0.714  -0.0001
H19 3.115 -3.281 1.473  0.0006
H20 -2.219 -3.575 0.552  0.0043
H21 -3.492 -5.618 0.076  -0.0006
H22 -2.433 -7.483 -1.165  -0.0001
H23 -0.087 -7.283 -1.917  0.0000
H24 1.201 -5.243 -1.444  -0.0001

Atoms 1-3, force components in eV/Å:
V -0.013 -0.587 0.252
Cl -0.054 -0.063 -0.013
C 0.088 -0.041 -0.003

Properties
2S+1 = 4
E_LUMO (spin up / spin down) = -0.538 / -0.563 eV
<S²> = 3.811
E_tot = -150561.3231 eV
Molar mass = 669.96 g mol⁻¹

No. 2
Formula: C34H24Br2F5N4O4PbS3Sb
Source: the OMol25 dataset
Level of theory: ωB97M-V/def2-TZVPD

Last column: Löwdin charge in e.
CARTESIAN COORDINATES (ANGSTROEM)
Pb1 -0.497 -0.175 -0.267  1.5205
C1 1.019 1.388 2.771  -0.0607
C2 0.424 2.551 2.065  -0.3145
C3 -0.361 3.529 2.699  -0.0437
C4 -0.821 4.559 1.971  -0.0954
C5 -0.383 4.680 0.661  -0.1159
C6 0.362 3.658 0.049  -0.4041
N1 0.605 2.500 0.685  -0.0381
Sb1 1.212 3.543 -2.051  1.5020
C7 2.516 1.844 -1.762  -0.4961
C8 3.192 1.700 -0.583  -0.1294
C9 4.263 0.843 -0.628  -0.1061
C10 4.645 0.191 -1.751  -0.0185
C11 3.814 0.353 -2.890  -0.3818
C12 4.122 -0.200 -4.226  -0.0477
N2 2.777 1.158 -2.857  0.0738
C13 -0.515 2.433 -2.694  -0.4665
C14 -1.339 3.197 -3.522  -0.1996
C15 -2.197 2.626 -4.427  -0.0717
C16 -2.286 1.225 -4.374  -0.0160
C17 -1.476 0.470 -3.460  -0.2551
C18 -1.488 -1.051 -3.568  -0.0128
N3 -0.815 1.127 -2.428  -0.0289
H1 1.401 0.610 2.078  0.0378
H2 1.872 1.638 3.405  0.0880
H3 0.285 0.873 3.450  0.1030
H4 -0.547 3.444 3.785  0.1316
H5 -1.347 5.409 2.437  0.1247
H6 -0.685 5.613 0.152  0.1062
H7 2.852 2.186 0.329  0.0862
H8 4.728 0.555 0.285  0.1002
H9 5.438 -0.514 -1.747  0.1109
H10 4.556 0.545 -4.959  0.1031
H11 4.827 -1.036 -4.112  0.0813
H12 3.166 -0.592 -4.619  0.0831
H13 -1.395 4.284 -3.560  0.0950
H14 -2.851 3.210 -5.122  0.1302
H15 -3.001 0.769 -5.036  0.1063
H16 -1.750 -1.345 -4.573  0.0826
H17 -0.507 -1.489 -3.263  0.0802
H18 -2.241 -1.326 -2.844  0.0735
C19 -3.787 3.283 -1.008  -0.0302
C20 -3.893 2.392 0.180  -0.3242
C21 -4.671 2.733 1.293  -0.0356
C22 -4.856 1.895 2.366  -0.0212
C23 -4.404 0.547 2.185  -0.1632
C24 -4.567 -0.501 3.128  -0.6580
Br1 -5.180 -0.106 4.872  0.7545
C25 -4.254 -1.817 2.873  -0.2040
C26 -3.580 -2.164 1.679  -0.6442
Br2 -2.925 -3.890 1.645  0.8162
C27 -3.198 -1.176 0.712  -0.4476
O1 -2.411 -1.424 -0.287  -0.3077
C28 -3.691 0.185 0.922  -0.1516
N4 -3.423 1.149 0.029  0.1323
H19 -4.467 4.141 -0.875  0.0824
H20 -3.972 2.824 -1.943  0.0586
H21 -2.742 3.703 -1.097  0.0776
H22 -5.152 3.740 1.212  0.1231
H23 -5.291 2.231 3.283  0.0751
H24 -4.414 -2.596 3.655  0.0999
F1 4.433 -7.868 4.047  0.0730
C29 3.972 -6.727 3.387  -0.0643
C30 3.061 -6.875 2.318  -0.1368
F2 2.756 -8.003 1.689  0.1435
C31 2.468 -5.707 1.894  -0.2292
F3 1.702 -5.784 0.814  0.1011
C32 2.675 -4.447 2.544  -0.4654
S1 1.560 -3.175 2.059  0.6096
C33 3.732 -4.350 3.481  -0.1658
F4 4.122 -3.107 3.944  0.0612
C34 4.288 -5.519 3.976  -0.1500
F5 5.216 -5.515 4.951  0.1164
O2 0.384 -2.293 -1.050  -0.6170
S2 1.845 -2.694 -1.333  0.3179
O3 2.420 -1.799 -2.333  -0.3440
O4 1.929 -4.147 -1.399  -0.3404
S3 2.740 -2.119 0.686  0.3404

Atoms 1-3, force components in eV/Å:
Pb -0.120 -0.660 -0.292
C -0.375 -1.627 0.922
C -0.729 -0.791 -1.756

Properties
E_LUMO = -0.666 eV
E_tot = -247758.0314 eV
Molar mass = 1232.55 g mol⁻¹

No. 3
Formula: C34H25B3InN7O28
Source: the OMol25 dataset
Level of theory: ωB97M-V/def2-TZVPD

Last column: Löwdin charge in e.
CARTESIAN COORDINATES (ANGSTROEM)
In1 2.313 -3.759 -4.532  0.9810
O1 -0.250 3.820 -0.947  0.2505
C1 0.517 2.936 -0.724  -0.3381
O2 0.430 1.708 -1.217  0.2560
B1 1.489 0.862 -0.667  -0.8862
O3 2.377 1.809 0.062  0.2231
C2 1.798 2.986 0.095  -0.4087
O4 2.315 3.982 0.520  0.1897
O5 2.156 0.138 -1.735  0.2378
C3 2.227 -1.152 -1.479  -0.3657
O6 2.729 -2.006 -2.140  0.0589
C4 1.404 -1.381 -0.193  -0.3649
O7 0.930 -0.221 0.196  0.2156
O8 1.268 -2.414 0.412  0.1376
O9 -2.342 -3.317 -1.197  0.1593
C5 -2.319 -2.385 -1.952  -0.3700
O10 -3.278 -1.499 -2.089  0.2524
B2 -2.935 -0.509 -3.116  -0.8520
O11 -1.637 -0.961 -3.635  0.2392
C6 -1.199 -1.990 -2.941  -0.3440
O12 -0.200 -2.621 -3.171  0.0493
O13 -4.039 -0.522 -4.109  0.2621
C7 -4.580 0.659 -4.187  -0.3890
O14 -5.496 0.945 -4.896  0.1927
C8 -3.691 1.659 -3.389  -0.3526
O15 -2.843 0.904 -2.733  0.2827
O16 -3.749 2.847 -3.403  0.1626
O17 1.918 -0.734 -4.631  0.0584
C9 1.387 0.305 -4.876  -0.3522
O18 0.164 0.649 -4.559  0.2508
B3 -0.103 2.016 -4.970  -0.8303
O19 1.097 2.499 -5.627  0.2567
C10 2.000 1.525 -5.652  -0.3648
O20 3.056 1.535 -6.205  0.1859
O21 -0.489 2.837 -3.788  0.3460
C11 -1.603 3.402 -3.982  -0.2855
O22 -2.219 4.169 -3.302  0.3768
C12 -2.214 2.789 -5.394  -0.2749
O23 -1.258 2.089 -5.922  0.3389
O24 -3.316 3.000 -5.762  0.3612
C13 3.900 2.586 -2.797  -0.0436
C14 4.785 3.760 -2.910  -0.2528
N1 5.439 4.698 -3.006  0.1282
H1 2.879 2.961 -2.735  0.0821
H2 4.113 1.943 -1.947  0.0804
H3 4.032 1.949 -3.670  0.0804
C15 1.538 6.143 3.097  -0.0675
C16 0.591 6.063 2.001  -0.3032
N2 -0.201 6.037 1.169  0.1588
H4 2.189 5.269 3.008  0.0669
H5 1.013 6.149 4.048  0.0849
H6 2.202 6.996 2.970  0.0851
C17 3.826 -4.774 0.259  -0.0417
C18 4.078 -4.740 -1.192  -0.2782
N3 4.261 -4.704 -2.322  0.1000
H7 4.290 -3.892 0.703  0.0875
H8 4.400 -5.608 0.661  0.0861
H9 2.761 -4.721 0.448  0.0536
C19 1.718 1.749 3.255  -0.0297
C20 0.498 2.472 2.898  -0.2550
N4 -0.455 3.066 2.669  0.2004
H10 2.167 2.102 4.182  0.0932
H11 2.487 1.939 2.506  0.0759
H12 1.502 0.685 3.309  0.0539
C21 -0.356 -5.608 0.145  -0.0504
C22 0.488 -5.356 -0.989  -0.2518
N5 1.153 -5.118 -1.891  0.1583
H13 0.049 -6.462 0.697  0.0915
H14 -1.365 -5.839 -0.189  0.0906
H15 -0.371 -4.821 0.892  0.0664
C23 0.018 -2.909 3.521  -0.0676
C24 -0.744 -3.848 4.232  -0.0467
C25 -0.385 -4.102 5.552  -0.0067
C26 0.610 -3.382 6.201  -0.1537
C27 1.124 -2.258 5.570  0.0103
C28 0.897 -2.085 4.200  -0.0652
N6 0.954 -3.686 7.577  -0.3547
O25 0.581 -4.748 8.036  0.0810
O26 1.697 -2.941 8.192  0.0780
H16 -0.120 -2.903 2.449  0.0822
H17 -1.511 -4.495 3.831  0.1083
H18 -0.775 -4.990 6.033  0.1193
H19 1.831 -1.641 6.108  0.1182
H20 1.437 -1.308 3.679  0.0836
C29 -2.395 0.208 3.192  -0.0753
C30 -3.634 0.641 3.622  -0.0594
C31 -4.534 1.270 2.752  0.0264
C32 -4.169 1.391 1.401  -0.1256
C33 -3.004 0.850 0.930  0.0203
C34 -2.111 0.280 1.844  -0.0554
N7 -5.127 1.982 0.452  -0.3258
O27 -4.966 1.781 -0.743  0.0838
O28 -6.107 2.549 0.890  0.0960
H21 -1.651 -0.117 3.907  0.1015
H22 -3.889 0.619 4.673  0.1088
H23 -5.468 1.609 3.173  0.1190
H24 -2.779 0.846 -0.125  0.1096
H25 -1.206 -0.135 1.418  0.0934

Atoms 1-3, force components in eV/Å:
In -0.145 0.328 0.984
O -0.093 0.564 -0.227
C -1.320 -1.156 -0.881

Properties
E_LUMO = -7.811 eV
E_tot = -110626.8011 eV
Molar mass = 1126.85 g mol⁻¹